C42H102N10O6 | ωB97M-V/def2-TZVPD

## Properties
Maximum force   2.14 eV/Å
HOMO   -0.282 Ha
Total energy   -72395.2331 eV
Molecular weight   843.34 g mol⁻¹
Relative energy (zero: lowest compared OMol25 entry of this formula, charge and spin)   145.2 kJ/mol
SMILES   CCN(CC)CC.CCN(CC)CC.CCN(CC)CC.CCN(CC)CC.CNC(C)=O.CNC(C)=O.CNC(C)=O.CNC(C)=O.CNC(C)=O.CNC(C)=O
HOMO-LUMO gap   7.99 eV

Element x y z (Å)
H1 -3.44 16.81 4.33
H2 -1.41 12.21 -1.30
H3 -3.24 7.30 2.82
H4 -3.81 13.74 3.93
H5 -1.98 20.42 4.94
H6 -1.99 10.80 -3.82
H7 5.09 15.07 4.46
C1 -3.59 13.72 -3.20
H8 -4.10 11.97 -5.30
C2 1.41 7.70 1.87
C3 0.63 8.51 -0.29
C4 -0.43 18.40 6.02
H9 -1.58 7.09 2.33
H10 8.87 11.94 2.62
O1 -7.31 15.99 2.93
H11 0.13 20.31 5.10
H12 0.87 15.73 2.62
N1 0.81 7.46 0.68
C5 6.86 11.58 1.74
H13 2.12 13.82 7.34
H14 -1.87 10.40 0.76
H15 3.17 15.83 2.82
H16 -2.38 14.42 -5.95
H17 -3.57 12.30 2.48
H18 5.06 16.81 4.01
O2 1.78 8.78 2.29
C6 -6.59 14.39 10.68
H19 -6.58 13.24 6.74
H20 -2.20 6.21 3.71
C7 -6.37 14.15 9.19
C8 -2.48 3.61 0.30
H21 -0.04 11.80 2.56
H22 0.90 6.42 3.55
H23 -1.96 3.49 -0.65
C9 4.50 15.99 4.45
O3 -6.01 15.06 8.47
H24 -0.41 8.61 -0.64
H25 -0.22 18.74 7.05
H26 1.01 10.19 4.21
H27 1.69 12.59 8.57
H28 0.84 9.51 0.08
H29 -0.43 10.22 5.24
C10 -1.03 11.77 -2.22
H30 -3.22 13.45 -7.20
O4 -0.71 5.04 1.08
H31 -3.21 9.80 1.79
H32 7.50 12.80 3.40
H33 -5.87 15.06 11.14
H34 7.68 11.09 3.63
H35 -4.52 13.15 -3.04
C11 -3.11 12.46 -5.24
H36 -7.24 12.31 9.25
H37 -6.92 12.17 3.26
H38 4.78 13.02 1.89
H39 -0.51 10.84 -2.02
N2 3.23 15.73 3.82
H40 0.85 16.79 10.40
H41 0.33 6.58 0.51
O5 1.94 15.51 5.66
C12 -6.19 12.47 7.41
C13 -0.57 11.16 3.27
N3 -6.58 12.88 8.75
H42 5.61 9.10 1.70
H43 -2.01 16.51 6.28
H44 -6.63 11.52 7.13
H45 4.35 16.29 5.48
H46 0.68 14.18 3.50
H47 -8.17 16.34 5.81
N4 -1.97 11.58 3.54
C14 0.37 16.79 9.42
H48 5.51 10.28 -0.47
H49 1.70 5.52 2.19
H50 0.54 13.08 7.32
C15 0.45 19.27 5.13
N5 -7.17 14.09 4.14
H51 -2.45 2.68 0.87
C16 3.27 11.89 2.91
H52 -2.01 14.42 -1.92
C17 -3.05 14.13 -1.84
C18 -7.21 16.21 5.32
H53 -7.85 13.22 2.34
H54 -2.95 19.83 7.78
H55 -5.12 12.45 7.24
H56 4.06 11.10 0.07
H57 -3.34 13.98 5.59
H58 0.52 18.90 4.11
C19 0.17 10.81 4.54
C20 -3.36 13.24 4.78
C21 1.33 13.43 7.98
H59 -3.71 14.87 -1.37
H60 -2.37 11.77 -5.65
H61 2.70 11.56 2.05
N6 -2.79 5.49 1.81
C22 1.62 6.46 2.73
C23 -7.32 15.43 4.01
H62 7.26 10.84 1.04
H63 -3.38 11.02 0.46
H64 -4.59 17.80 5.25
H65 -0.72 16.71 9.47
H66 -3.55 3.79 0.14
C24 4.61 10.15 0.12
H67 -6.85 17.19 5.02
C25 -2.47 19.75 5.65
H68 -0.06 17.37 6.05
H69 -6.53 15.77 6.05
H70 3.99 9.31 -0.19
H71 -4.00 12.41 5.09
O6 -0.02 14.11 9.82
H72 -6.61 13.44 11.22
N7 -1.82 18.45 5.64
C26 4.73 12.22 2.66
H73 -3.10 11.24 -2.56
C27 0.82 15.25 3.60
H74 -0.37 12.44 -2.77
H75 1.16 8.37 -1.24
C28 -2.59 11.85 2.25
N8 0.88 15.75 8.56
H76 -3.75 5.21 1.74
H77 1.51 19.25 5.43
H78 5.13 12.72 3.55
C29 -2.48 20.46 7.01
H79 -3.51 19.68 5.36
H80 -4.38 16.14 5.63
C30 -2.45 6.56 2.71
H81 0.52 11.68 5.10
C31 -3.18 13.71 -6.14
H82 3.14 11.25 3.79
C32 -1.90 4.76 1.09
C33 -2.64 17.41 6.22
H83 -6.06 13.49 2.46
C34 -1.96 12.75 4.41
H84 -4.14 14.17 -5.89
H85 -1.46 13.53 3.80
C35 4.96 9.97 1.62
H86 -1.38 12.60 5.32
H87 -2.93 17.59 7.26
H88 2.56 6.65 3.26
H89 -7.26 13.67 5.04
H90 -0.02 15.64 4.17
H91 -3.03 21.40 6.91
H92 -3.79 14.60 -3.80
C36 0.69 14.46 8.90
H93 -7.61 14.78 10.74
H94 -2.10 12.71 1.75
N9 5.58 11.11 2.25
H95 0.54 17.78 8.99
H96 4.04 9.66 2.11
C37 -6.98 13.23 2.99
H97 2.77 12.83 3.14
C38 -2.78 10.68 1.31
N10 -2.65 12.82 -3.90
C39 7.82 11.89 2.89
H98 6.67 12.47 1.12
H99 -3.06 13.28 -1.16
H100 -0.67 10.20 2.76
H101 -1.53 20.68 7.51
C40 2.06 15.52 4.44
H102 1.40 15.89 7.71
C41 -3.83 17.03 5.33
C42 -2.26 11.63 -3.16